(1)
Computed, not measured: 8 unconnected molecules or ions with the total composition C18H55N4O8 in a non-equilibrium geometry, with ωB97M-V/def2-TZVPD.

orbital gap = 5.595 eV
charge = -1
E_HOMO = -3.0635 eV

Structure (XYZ):
```
85
Properties=species:S:1:pos:R:3:forces:R:3
C 0.43814 -0.11948 0.49518 -1.1 -0.3 1.8
C 0.11824 0.71894 -0.75797 0.6 -1.8 -1.2
O 0.33362 -0.08800 -1.85013 0.0 0.1 0.4
H 1.44747 -0.39793 0.81520 0.4 0.4 -0.8
H -0.07086 -1.07113 0.35749 0.1 0.0 -0.6
H -0.01845 0.18026 1.46338 0.0 0.7 -0.1
H 0.72249 1.64854 -0.79405 0.0 0.3 0.2
H -0.95723 0.99266 -0.75707 0.1 0.5 0.7
C -3.65556 -1.39296 0.69783 0.0 0.3 -0.9
C -3.54347 -0.42029 1.85562 0.1 0.1 0.3
C -3.31786 1.02859 1.44002 -0.3 -0.5 -0.5
O -2.98051 1.79769 2.57137 0.0 -0.1 0.7
C -2.65105 3.11490 2.25212 0.2 0.5 -0.7
N -4.75250 -0.48613 2.70003 0.3 0.3 0.1
H -4.34020 -1.12517 -0.11644 -0.4 0.5 0.5
H -4.01885 -2.35877 1.05080 0.4 -0.2 0.0
H -2.72484 -1.46518 0.12693 0.2 -0.4 0.5
H -2.67528 -0.68086 2.47830 0.2 -0.2 -0.3
H -4.26529 1.35562 0.98986 0.1 0.3 0.0
H -2.50520 1.11170 0.70970 -0.1 -0.2 -0.1
H -3.52613 3.69650 1.93496 -0.1 0.0 0.1
H -1.94010 3.15754 1.41553 0.0 -0.1 0.0
H -2.17401 3.63165 3.08317 -0.1 -0.3 0.3
H -4.89614 -1.44913 2.98603 0.0 0.0 0.0
H -4.48843 0.02614 3.54052 -0.4 0.0 0.0
C 5.26014 3.31783 4.33032 -0.8 -0.2 -0.1
C 5.48005 3.51347 2.81605 -0.3 0.1 1.7
C 4.17667 3.94354 2.14934 0.0 -1.4 -0.2
O 3.19160 2.90877 2.27298 0.0 0.4 -0.5
C 2.03159 3.28990 1.57081 -1.5 1.0 -0.1
N 6.51593 4.51348 2.62627 0.4 -0.3 -0.4
H 4.70489 2.39383 4.50731 0.0 0.0 -0.1
H 4.60110 4.10207 4.71756 0.3 0.2 0.1
H 6.17023 3.25870 4.92297 0.2 0.2 -0.2
H 5.80187 2.52586 2.48414 0.1 0.2 -0.7
H 4.37979 4.05922 1.07828 -0.1 0.5 0.0
H 3.75334 4.83623 2.62070 0.3 0.3 -0.2
H 2.07556 3.45257 0.48604 0.9 -0.7 -0.1
H 1.66354 4.28414 1.86846 0.2 -0.1 0.6
H 1.20584 2.60060 1.73212 0.3 -0.3 0.2
H 6.69399 4.66353 1.64022 0.0 0.2 0.1
H 6.27703 5.39253 3.06570 -0.1 0.0 -0.1
C 0.19299 -5.69878 0.78975 1.5 -0.6 0.5
C 0.65610 -4.30847 1.22082 -0.6 0.0 -1.5
C 1.78426 -3.73261 0.36457 0.4 -1.0 0.0
O 2.96740 -4.46693 0.63723 0.2 -0.7 0.9
C 4.15947 -4.02501 0.03327 -0.5 0.5 0.4
N -0.53066 -3.43178 0.96089 0.7 -0.5 1.4
H -0.06573 -5.77667 -0.26560 -0.8 0.5 0.1
H -0.54705 -6.00246 1.53165 -0.5 -0.3 -0.6
H 0.99833 -6.44418 0.83250 0.1 0.2 0.5
H 0.93923 -4.32468 2.27656 0.2 0.1 0.0
H 1.87655 -2.67019 0.60221 0.2 0.1 -0.3
H 1.58487 -3.93119 -0.69146 -0.5 0.7 -0.1
H 4.00887 -3.88340 -1.04003 0.2 0.2 0.0
H 4.94263 -4.75854 0.21711 -0.2 -0.2 -0.1
H 4.46998 -3.10347 0.53756 0.1 0.2 -0.4
H -1.24377 -3.79393 1.59110 -0.3 0.2 -0.2
H -0.28068 -2.52096 1.33885 -0.3 0.1 -0.2
C -3.05483 1.07270 -2.47316 -0.7 -1.0 0.5
C -2.52920 0.19161 -3.60170 1.9 0.5 -0.8
C -3.56103 -0.72792 -4.23113 0.0 0.1 1.5
O -2.98310 -1.55731 -5.19734 0.5 -0.2 -0.5
C -3.90043 -2.47244 -5.73768 -0.8 0.7 -0.2
N -1.85162 1.07272 -4.62304 -1.8 0.3 -0.4
H -2.63618 2.07001 -2.35612 0.4 -0.1 -0.5
H -2.78783 0.54797 -1.55214 -0.5 0.2 0.1
H -4.14473 1.18293 -2.54434 0.0 0.0 0.1
H -1.71375 -0.40436 -3.17792 -0.1 -0.1 -0.1
H -4.39358 -0.09512 -4.57756 -0.1 -0.2 -0.5
H -3.93321 -1.38217 -3.42893 -0.3 0.1 0.1
H -4.59116 -1.88328 -6.35769 -0.3 -0.3 -0.1
H -4.48720 -2.98535 -4.96767 0.1 0.0 0.1
H -3.45423 -3.23113 -6.37537 0.6 0.2 0.1
H -2.40007 1.93514 -4.55089 0.5 0.3 0.1
H -2.19089 0.80098 -5.55306 0.6 -0.6 0.1
O 0.79215 2.83559 -3.51634 0.1 0.3 -0.1
H 0.19868 3.57353 -3.34194 0.0 -0.1 0.0
H 1.65729 3.13592 -3.21647 -0.1 -0.1 0.1
O 3.94370 0.87226 0.44754 -0.2 0.2 -0.2
H 3.65652 1.62386 0.99241 0.1 -0.4 0.1
H 3.15716 0.63014 -0.06449 0.2 0.0 0.0
O -0.83674 -3.01244 -1.83248 -0.2 0.1 0.4
H -0.54934 -2.07094 -1.78066 0.2 -0.1 -0.2
H -0.86030 -3.31160 -0.89644 0.1 0.4 -0.6
```
Forces are in eV/Å.

***

(2)
Computed, not measured: a gas-phase ion, C5H8N (charge +1) in a non-equilibrium geometry, with ωB97M-V/def2-TZVPD.

orbital gap = 9.202 eV
charge = +1
energy above the lowest of the compared OMol25 structures with the same formula, charge and spin = 121.33 kcal/mol
E_HOMO = -14.4345 eV
SMILES = C[N+]1=C2C[C@]21C

Structure (XYZ):
```
14
Properties=species:S:1:pos:R:3:forces:R:3
C -2.03870 -0.09544 -0.56518 -1.3 5.5 2.3
N -0.81469 -0.55316 0.00465 2.8 0.7 -1.3
C -0.41744 -1.36493 0.97199 -1.2 -2.1 1.2
C 0.90426 -1.73586 0.32150 -1.3 1.0 -1.1
C 0.53705 -0.33711 -0.13131 -0.6 -1.3 -0.7
C 1.39927 0.79809 -0.16128 1.5 0.5 1.1
H -2.71560 0.36382 0.28019 1.2 -1.4 -1.3
H -2.52636 -0.86974 -1.02969 -1.0 -1.8 -1.1
H -1.94424 0.85011 -1.21896 0.5 -1.9 0.7
H 1.66439 -2.17558 0.90379 1.3 0.6 0.8
H 0.84497 -2.24954 -0.63291 -0.9 -0.8 0.2
H 1.96823 0.68142 0.80700 0.0 0.3 -0.9
H 0.96439 1.76354 -0.14371 -0.7 0.8 -0.2
H 2.10971 0.72949 -1.00548 -0.2 -0.2 0.5
```
Forces are in eV/Å.

***

(3)
Computed, not measured: 2 unconnected molecules or ions with the total composition C33H36O2P in a non-equilibrium geometry, with ωB97M-V/def2-TZVPD.

orbital gap = 4.888 eV
charge = +1
E_HOMO = -10.1277 eV

Structure (XYZ):
```
72
Properties=species:S:1:pos:R:3:forces:R:3
C -3.00445 0.21854 0.97323 -0.9 0.4 0.2
C -1.81885 1.06166 1.15383 0.8 -0.3 -1.3
C -0.47550 0.70702 0.99724 -0.3 0.1 0.2
C 0.52324 1.74487 0.91046 0.5 0.2 0.4
C 0.12124 3.18349 0.83206 0.1 0.5 -0.1
C 1.87006 1.42564 0.87689 -0.5 0.5 -0.2
C 2.31351 0.09910 0.87596 -0.2 0.0 0.1
C 3.77939 -0.18973 0.81645 0.1 -0.2 0.0
C 1.35609 -0.91909 0.92457 -0.4 -0.2 -0.2
C -0.01080 -0.65735 0.94259 0.4 -0.4 0.1
C -0.94282 -1.82252 0.90915 0.1 -0.7 0.0
H -3.89868 0.85639 0.95591 0.2 -0.2 0.0
H -2.98316 -0.38066 0.05328 0.2 0.2 0.3
H -3.16019 -0.46245 1.81786 0.1 0.0 0.0
H -2.05225 2.12210 1.24476 0.3 -0.1 0.3
H 1.01434 3.81583 0.78399 -0.2 -0.1 0.0
H -0.46498 3.38088 -0.07545 0.1 -0.1 0.2
H -0.47049 3.50724 1.69783 0.1 -0.1 -0.2
H 2.60398 2.23252 0.80919 -0.2 -0.2 0.0
H 3.97884 -1.26234 0.79093 0.0 0.1 0.0
H 4.24396 0.26823 -0.06416 -0.2 0.0 0.1
H 4.28649 0.23094 1.69152 -0.1 0.0 -0.1
H 1.68378 -1.96279 0.90499 -0.1 0.4 0.0
H -0.37593 -2.75951 0.86158 0.0 0.3 0.0
H -1.58560 -1.88662 1.79609 0.1 0.2 -0.2
H -1.58258 -1.80669 0.01832 0.1 0.1 0.2
C -6.85842 -1.40598 2.05691 -0.1 -0.1 0.0
C -6.22816 -0.47790 3.07232 0.0 -0.3 -0.2
O -4.85145 -0.88295 3.25881 -0.5 0.5 0.3
C -4.28791 -0.23446 4.32451 0.3 0.0 0.9
C -2.88980 -0.56257 4.46371 -0.6 0.0 0.6
P -2.08793 0.02591 5.88212 -0.2 0.0 -0.8
C -2.57923 -0.44720 7.55272 -0.2 -0.1 0.5
C -1.62662 -0.52053 8.58729 -0.1 0.1 -0.3
C -2.02922 -0.82919 9.88375 0.0 0.0 0.1
C -3.37320 -1.08863 10.16140 0.0 0.1 -0.3
C -4.32213 -1.01334 9.13690 0.2 0.0 0.0
C -3.93298 -0.68122 7.84044 0.1 0.0 -0.1
C -0.36042 -0.46012 5.73358 0.3 -0.2 0.0
C 0.62961 0.47356 5.41318 0.0 -0.2 0.0
C 1.93738 0.04282 5.18862 -0.1 -0.2 0.0
C 2.25340 -1.31391 5.30299 -0.1 0.2 0.0
C 1.27052 -2.24150 5.65573 -0.2 0.0 0.0
C -0.04252 -1.82103 5.87272 0.3 0.3 -0.2
C -2.18493 1.81971 5.76327 -0.3 0.3 0.3
C -2.59784 2.61517 6.83949 0.3 0.1 -0.5
C -2.75288 3.98980 6.64119 0.0 -0.1 0.0
C -2.50511 4.55562 5.38917 0.0 -0.2 0.0
C -2.11276 3.74924 4.31253 0.1 -0.2 0.2
C -1.95904 2.37627 4.49762 -0.1 0.4 0.1
O -4.96026 0.50629 5.05959 0.9 -0.6 -0.9
H -7.84273 -1.01832 1.78782 0.0 0.0 0.0
H -6.26344 -1.50817 1.14132 -0.1 0.1 0.2
H -7.00895 -2.40537 2.48100 0.1 0.2 -0.1
H -6.22430 0.57088 2.74186 -0.1 -0.3 0.1
H -6.74684 -0.54346 4.03681 0.1 0.2 -0.3
H -2.53538 -1.43667 3.93720 0.2 -0.1 0.2
H -0.57047 -0.33510 8.37254 -0.3 -0.1 0.1
H -1.28620 -0.87344 10.68235 -0.2 0.0 -0.2
H -3.68394 -1.35112 11.17182 0.1 0.1 -0.2
H -5.37409 -1.20826 9.33824 0.2 0.0 0.0
H -4.66691 -0.57854 7.03950 0.2 -0.1 0.3
H 0.37412 1.53194 5.34121 0.1 -0.3 0.0
H 2.69891 0.77432 4.91999 -0.1 -0.2 0.1
H 3.27326 -1.64649 5.11732 -0.2 0.0 0.1
H 1.51596 -3.29859 5.76652 0.0 0.3 -0.1
H -0.82393 -2.53205 6.14666 0.3 0.1 -0.1
H -2.81036 2.15406 7.80460 0.1 0.2 -0.2
H -3.07882 4.60943 7.47711 0.1 -0.1 -0.3
H -2.62867 5.62727 5.24161 0.0 -0.2 0.1
H -1.93314 4.17727 3.32349 -0.1 0.0 0.4
H -1.70464 1.71406 3.66072 -0.1 0.3 0.4
```
Forces are in eV/Å.

***

(4)
Computed, not measured: a molecular structure, C35H34F3N5O8SeSi2Ta in a non-equilibrium geometry, with ωB97M-V/def2-TZVPD.

orbital gap = 7.237 eV
charge = +1
energy above the lowest of the compared OMol25 structures with the same formula, charge and spin = 37.51 kcal/mol
E_HOMO = -11.2350 eV

Structure (XYZ):
```
89
Properties=species:S:1:pos:R:3:forces:R:3
Ta 0.06989 -0.60188 -0.02077 0.3 1.0 -0.5
Se -8.30684 -2.11747 1.16207 -1.1 -0.1 0.2
N -7.31988 -2.31609 -0.29963 -0.3 0.1 0.3
C -6.11374 -2.01322 0.06662 1.1 0.1 -0.1
C -4.96025 -2.09100 -0.83700 -0.5 0.1 0.4
C -5.11287 -2.54999 -2.13589 -0.5 -0.1 0.0
C -3.99642 -2.72647 -2.90010 0.1 -0.1 -0.4
C -2.77159 -2.39275 -2.35157 0.2 0.3 0.4
N -2.59867 -1.87287 -1.13599 -0.1 0.2 -0.4
C -3.69096 -1.75001 -0.37139 0.3 0.1 0.2
C -3.48600 -1.34818 1.03909 0.2 0.1 -0.1
N -2.23323 -1.08261 1.46406 0.3 -0.2 0.0
C -2.05262 -0.92503 2.77360 0.0 -0.2 -0.1
C -3.06475 -0.90700 3.71255 0.2 0.1 0.3
C -4.34677 -1.08425 3.27663 -0.5 -0.1 0.1
C -4.56446 -1.33472 1.92851 -0.4 -0.1 -0.2
C -5.91629 -1.64139 1.44278 1.0 0.1 -0.3
N -6.96036 -1.63473 2.21206 -0.3 -0.1 -0.2
H -6.10520 -2.79350 -2.49591 0.0 0.0 0.0
H -4.04700 -3.12631 -3.90762 0.0 0.1 0.2
H -1.90324 -2.58532 -2.94225 0.7 0.1 -0.2
H -1.03410 -0.82232 3.11241 -0.4 -0.4 0.1
H -2.82738 -0.75738 4.76155 0.0 0.0 -0.2
H -5.19464 -1.07847 3.95472 0.1 0.0 -0.1
C 3.39307 -1.50153 1.57734 0.0 -0.5 0.2
Si 3.33736 0.24699 0.98300 0.0 -0.2 -0.3
C 3.32595 1.35556 2.46910 -0.1 0.4 0.5
C 4.93076 0.50503 0.07183 0.6 0.1 -0.3
C 1.92942 0.56639 -0.26895 -1.2 -0.7 0.2
Si 1.77383 2.42273 -0.73274 0.2 -0.3 0.0
C 1.16792 3.57582 0.58319 -0.2 0.3 0.5
C 3.47057 2.97157 -1.22753 0.6 0.3 -0.2
C 0.66814 2.75815 -2.17629 -0.3 0.0 -0.5
H 4.30852 -1.62806 2.17760 -0.2 0.0 -0.2
H 3.44673 -2.20964 0.74214 0.0 0.1 0.2
H 2.54425 -1.77346 2.21263 0.2 0.0 -0.1
H 4.37146 1.60860 2.70489 -0.3 -0.1 0.0
H 2.90423 0.83938 3.34288 0.1 0.1 -0.2
H 2.78162 2.29703 2.33208 0.3 -0.3 0.1
H 5.72557 -0.03379 0.61064 -0.2 0.1 -0.2
H 5.21530 1.56270 0.02208 0.0 -0.4 0.0
H 4.89778 0.11075 -0.95777 0.1 0.1 0.3
H 2.34168 0.12711 -1.19894 -0.1 0.2 0.2
H 1.63819 3.44306 1.56526 -0.2 0.2 -0.3
H 0.08164 3.50104 0.70167 0.2 0.1 0.0
H 1.40379 4.59525 0.23737 -0.1 -0.2 0.1
H 4.07915 3.23993 -0.34890 -0.2 0.0 -0.3
H 3.38317 3.87022 -1.86033 0.0 -0.2 0.2
H 4.01291 2.20426 -1.79740 -0.1 0.3 0.1
H -0.38517 2.55946 -1.95590 0.1 0.1 -0.1
H 0.94692 2.18246 -3.07034 -0.1 0.2 0.2
H 0.77076 3.82768 -2.41397 0.0 -0.2 0.0
O 0.92669 -1.61493 -1.75417 -0.9 0.6 0.2
C 0.32892 -0.78737 -2.54432 -0.1 -0.1 0.7
O -0.44272 0.06734 -1.93015 0.0 -0.4 0.1
C 0.53470 -0.76706 -3.97083 0.0 -0.2 0.4
C -0.19883 0.11920 -4.74602 -0.2 0.3 -0.3
C 0.00161 0.18971 -6.12301 -0.3 0.3 0.1
C 0.95403 -0.65080 -6.64429 -0.1 0.2 -0.5
O 1.32697 -0.75520 -7.93217 0.3 -0.2 -0.2
C 2.37829 -1.75479 -7.99651 -0.5 0.3 0.8
O 2.53985 -2.24483 -6.65179 0.0 0.1 -0.3
C 1.67845 -1.53985 -5.86895 0.4 -0.4 -0.1
C 1.49998 -1.63397 -4.52840 0.1 -0.2 0.4
H -0.93328 0.76151 -4.26892 0.1 -0.1 -0.1
H -0.55853 0.87396 -6.75294 0.1 -0.1 0.1
H 3.29282 -1.29486 -8.33693 0.3 0.2 0.0
H 2.07395 -2.55771 -8.65011 -0.2 -0.2 -0.1
H 2.06045 -2.33120 -3.91284 -0.1 0.1 -0.1
O -0.76185 1.20314 1.19656 0.6 -0.4 -0.5
C -0.11453 0.77030 2.18836 0.3 -0.1 -0.9
O 0.51831 -0.35957 1.99674 0.0 0.8 0.0
C -0.07998 1.45314 3.47959 0.1 -0.1 -0.1
C -0.53817 2.76027 3.57199 -0.2 0.2 -0.1
C -0.47776 3.42067 4.78690 0.0 0.1 0.0
C 0.02665 2.77269 5.90466 0.0 0.2 0.1
C 0.44702 1.46348 5.78384 0.2 -0.3 0.5
C 0.41413 0.78571 4.59071 0.2 -0.3 0.0
N 0.96961 0.75332 6.99510 0.1 -0.2 0.3
O 1.16621 1.42222 7.99502 -0.2 -0.3 -0.7
O 1.16319 -0.45011 6.90318 -0.2 0.8 -0.1
H -0.93158 3.25337 2.68961 0.0 -0.1 0.1
H -0.81966 4.44469 4.86627 0.0 -0.1 0.0
H 0.09512 3.26431 6.86530 0.0 0.0 0.0
H 0.76697 -0.23678 4.53318 0.0 0.0 0.0
F 1.39496 -3.35058 0.38678 0.3 -0.1 -0.2
C 0.22181 -2.73945 0.53759 -0.3 -0.4 0.1
F -0.18826 -3.00765 1.79247 0.0 -0.1 0.2
F -0.66369 -3.37407 -0.28469 0.3 -0.2 0.1
```
Forces are in eV/Å.